Record 1
{
  "formula": "C12H13FO5",
  "method": "ωB97M-V/def2-TZVPD",
  "multiplicity": 1,
  "charge": 0,
  "smiles": "C[C@@H]1c2c(F)c(O)c(C(=O)O)c(O)c2CO[C@@H]1C",
  "species": ["C", "C", "C", "C", "F", "C", "O", "C", "C", "O", "O", "C", "O", "C", "C", "O", "C", "C", "H", "H", "H", "H", "H", "H", "H", "H", "H", "H", "H", "H", "H"],
  "positions_angstrom": [[0.5101, 2.8128, -1.2275], [1.0718, 1.3164, -1.1054], [0.3544, 0.4470, -0.0458], [-0.9510, -0.0113, -0.1373], [-1.6012, 0.3364, -1.2735], [-1.6884, -0.6180, 0.8326], [-2.9891, -0.8849, 0.7572], [-0.9817, -0.9288, 2.0603], [-1.8125, -1.5472, 3.1342], [-1.1605, -1.9992, 4.0799], [-3.1684, -1.4669, 3.2392], [0.4216, -0.5525, 2.1954], [1.1200, -0.9655, 3.2691], [1.0122, 0.1653, 1.1751], [2.4135, 0.7244, 1.4592], [2.9974, 1.5649, 0.4201], [2.5742, 1.2395, -0.8937], [3.3476, 2.1558, -1.8300], [0.8521, 3.4610, -0.3764], [-0.5773, 2.7834, -1.3101], [0.8296, 3.1808, -2.1639], [0.9126, 0.9412, -2.0586], [-3.2972, -1.2418, 1.6774], [-3.2600, -1.9370, 4.0720], [0.4426, -1.2055, 3.9409], [3.1162, -0.0742, 1.6393], [2.4636, 1.3957, 2.3689], [2.9181, 0.1909, -1.0710], [4.4616, 2.0063, -1.8550], [2.9918, 1.8925, -2.8956], [3.0808, 3.2230, -1.6725]],
  "mulliken_charge": [-1.3973, 0.1864, -0.0931, 0.3422, -0.3780, -0.1670, -0.6519, 0.6887, 0.5405, -0.7227, -0.4957, -0.1574, -0.6021, 0.7779, -1.1151, -0.4172, 0.3363, -1.4929, 0.2579, 0.4284, 0.4169, 0.5502, 0.4148, 0.3691, 0.3692, 0.3315, 0.3039, 0.3454, 0.3638, 0.3383, 0.3293]
}



Record 2
{
  "formula": "C4H7NO",
  "method": "ωB97M-V/def2-TZVPD",
  "multiplicity": 1,
  "charge": 0,
  "relative_energy_kcal_mol": 115.1,
  "species": ["O", "C", "C", "N", "C", "C", "H", "H", "H", "H", "H", "H", "H"],
  "positions_angstrom": [[1.0939, 1.0743, 1.7146], [1.4537, 0.4808, 0.6102], [-0.0637, -1.5723, -0.1126], [-0.2078, -0.4466, -1.0446], [-0.9797, 0.6685, -0.5087], [0.5087, 0.7238, -0.5424], [0.2582, 1.5824, 1.6301], [0.6488, -1.3245, 0.6934], [-1.0318, -1.8596, 0.3071], [0.3776, -2.4229, -0.6317], [-1.5118, 0.5066, 0.4296], [-1.5388, 1.2407, -1.2487], [0.9927, 1.3488, -1.2964]],
  "mulliken_charge": [-0.2248, -0.5870, -0.6777, -0.3325, -0.3668, 0.0994, 0.3149, 0.3080, 0.2915, 0.2806, 0.2924, 0.2720, 0.3300]
}



Record 3
{
  "formula": "C15H35ClMgN5O5",
  "method": "ωB97M-V/def2-TZVPD",
  "multiplicity": 1,
  "charge": 1,
  "relative_energy_kcal_mol": 31.9,
  "species": ["Mg", "Cl", "C", "O", "N", "C", "C", "H", "H", "H", "H", "H", "H", "H", "C", "O", "N", "C", "C", "H", "H", "H", "H", "H", "H", "H", "C", "O", "N", "C", "C", "H", "H", "H", "H", "H", "H", "H", "C", "O", "N", "C", "C", "H", "H", "H", "H", "H", "H", "H", "C", "O", "N", "C", "C", "H", "H", "H", "H", "H", "H", "H"],
  "positions_angstrom": [[-7.0307, -15.5787, 6.6804], [-9.3041, -15.2929, 6.7360], [-10.5488, -15.0758, 2.6728], [-10.2803, -15.8950, 1.8048], [-11.3759, -14.0246, 2.5224], [-11.5785, -13.0852, 3.6036], [-11.9188, -13.7274, 1.2644], [-10.1436, -15.1148, 3.6953], [-12.6573, -12.9162, 3.7568], [-11.2065, -12.1005, 3.3419], [-11.1904, -13.4920, 4.5233], [-12.9344, -13.3742, 1.4064], [-11.3529, -12.8836, 0.8448], [-11.7707, -14.5741, 0.6143], [-6.3444, -12.7740, 7.9818], [-6.6057, -13.8065, 7.4371], [-5.1933, -12.1530, 7.9270], [-4.9768, -10.9291, 8.6383], [-4.1294, -12.5902, 7.0503], [-7.0809, -12.2999, 8.6276], [-4.5124, -11.1166, 9.6095], [-5.9381, -10.4659, 8.8927], [-4.4174, -10.1937, 8.0745], [-3.1679, -12.6440, 7.5676], [-4.2969, -13.5874, 6.6603], [-4.0172, -11.8981, 6.2131], [-6.9024, -16.8919, 9.5147], [-6.8651, -16.3742, 8.4225], [-7.8153, -17.7838, 9.8622], [-7.7264, -18.4684, 11.1528], [-8.8948, -18.2286, 8.9547], [-6.1628, -16.7681, 10.3065], [-7.6218, -19.5382, 10.9927], [-8.5758, -18.2404, 11.7978], [-6.8569, -18.1051, 11.7101], [-9.8470, -18.1281, 9.4706], [-8.9552, -17.5023, 8.1285], [-8.6912, -19.2038, 8.5197], [-10.7480, -10.0471, 6.1942], [-10.6856, -10.5626, 5.0895], [-10.7385, -10.7075, 7.3869], [-11.0196, -10.0117, 8.6301], [-10.5756, -12.1463, 7.4202], [-10.8964, -8.9596, 6.3382], [-10.8867, -8.9361, 8.5516], [-10.3367, -10.3627, 9.4066], [-12.0599, -10.1948, 8.9226], [-9.8975, -12.4281, 8.2295], [-11.5274, -12.6612, 7.6289], [-10.2378, -12.5155, 6.4669], [-6.8033, -18.4640, 5.5137], [-6.7549, -17.2700, 5.8140], [-7.6699, -18.9638, 4.6643], [-7.5627, -20.3546, 4.1777], [-8.7027, -18.0859, 4.0846], [-6.1583, -19.2401, 5.9537], [-8.1434, -20.4364, 3.2736], [-8.0990, -20.9944, 4.8967], [-6.5272, -20.6555, 4.1687], [-9.5423, -18.7139, 3.7615], [-9.1012, -17.3636, 4.7862], [-8.3645, -17.6121, 3.1587]],
  "mulliken_charge": [1.0850, -0.8151, 0.6632, -0.6758, 0.1242, -0.7467, -0.9769, -0.0510, 0.3015, 0.4211, 0.0618, 0.2951, 0.3423, 0.3042, 0.3745, -0.1794, 0.1521, -0.9573, -0.9025, 0.3298, 0.3360, 0.3185, 0.3458, 0.3692, 0.1767, 0.3498, 0.1787, -0.8950, 0.1092, -0.8592, -0.5535, 0.3319, 0.3251, 0.3227, 0.2799, 0.3446, -0.0252, 0.2935, 0.0282, -0.5383, 0.2218, -0.8854, -0.7820, 0.2778, 0.3149, 0.2765, 0.3327, 0.2325, 0.3338, 0.1564, -0.0164, -0.6280, 0.2363, -0.9586, -0.9292, 0.4326, 0.3542, 0.3419, 0.3539, 0.4006, 0.1424, 0.4026]
}



Record 4
{
  "formula": "C5H7N3",
  "method": "ωB97M-V/def2-TZVPD",
  "multiplicity": 1,
  "charge": 2,
  "relative_energy_kcal_mol": 24.0,
  "species": ["C", "C", "C", "C", "C", "N", "N", "N", "H", "H", "H", "H", "H", "H", "H"],
  "positions_angstrom": [[-1.3632, -0.2217, -1.8260], [-0.7693, -1.3757, -1.4985], [-0.3579, 0.1743, 0.0948], [0.9405, -1.8626, -0.0104], [0.7019, 1.9893, 2.1016], [1.2972, 2.6594, 2.8092], [-1.1075, 0.7165, -0.8238], [-0.0544, -1.1691, -0.3809], [-1.9751, -0.0363, -2.7555], [-0.4863, -2.2098, -2.2063], [1.4368, -1.7619, 1.0058], [1.1072, -2.8223, -0.4388], [0.1038, 1.0020, 1.2132], [1.8746, 3.2209, 3.3519], [-1.3482, 1.6972, -0.6362]],
  "mulliken_charge": [-0.2369, -0.1697, -0.1264, 0.0386, 0.3085, 0.0728, 0.0797, 0.1995, 0.3858, 0.3553, 0.2907, 0.2893, -0.0628, 0.2893, 0.2864]
}



no.,Kohn-Sham gap (eV)
1,8.37
2,9.40
3,8.06
4,8.42